Computed, not measured: one molecule with the formula C3H7NO2, with the ωB97M-V functional and the def2-TZVPD basis.

The calculation puts the energy above the lowest of the compared OMol25 structures with the same formula, charge and spin at 2.818 eV. The frontier orbital gap comes out at 9.702 eV. The value obtained for the highest occupied orbital energy is -0.32111 Eh.

The geometry in XYZ format:
```
13
C3H7NO2 the ωB97M-V functional and the def2-TZVPD basis
C -2.056 -0.227 0.657
N -0.760 -0.897 0.731
C 0.456 -0.461 0.440
O 0.423 0.793 -0.043
C 1.677 1.009 -0.701
O 1.960 0.002 -1.610
H -2.665 -0.566 1.503
H -1.905 0.853 0.732
H -2.579 -0.455 -0.282
H -0.750 -1.881 0.942
H 2.441 1.085 0.082
H 1.558 1.921 -1.282
H 2.103 -0.811 -1.095
```

=====

Computed, not measured: one molecule with the formula C3H7NO2, with the ωB97M-V functional and the def2-TZVPD basis.

The calculation puts the energy above the lowest of the compared OMol25 structures with the same formula, charge and spin at 1.202 eV. The frontier orbital gap comes out at 10.797 eV. The value obtained for the highest occupied orbital energy is -0.36950 Eh.

The geometry in XYZ format:
```
13
C3H7NO2 the ωB97M-V functional and the def2-TZVPD basis
O -2.245 -0.406 0.961
C -1.270 -0.751 -0.013
C -0.308 0.429 -0.190
N 1.025 0.128 -0.676
C 2.102 0.203 0.153
O 2.038 0.379 1.351
H -2.171 0.527 1.149
H -1.769 -0.970 -0.967
H -0.745 -1.656 0.312
H -0.172 0.856 0.811
H -0.757 1.164 -0.853
H 1.202 -0.011 -1.659
H 3.069 0.108 -0.377
```

=====

Computed, not measured: C3H7NO2 as an isolated structure, with the ωB97M-V functional and the def2-TZVPD basis.

The calculation puts the energy above the lowest of the compared OMol25 structures with the same formula, charge and spin at 4.325 eV. The frontier orbital gap (spin up / spin down) comes out at 8.268 / 8.269 eV. The value obtained for the highest occupied orbital energy (spin up / spin down) is -0.31410 / -0.31411 Eh.

The geometry in XYZ format:
```
13
C3H7NO2 the ωB97M-V functional and the def2-TZVPD basis
C 1.137 -0.647 -0.941
C -1.673 -0.134 0.282
N -0.537 0.286 -0.512
C 0.977 0.372 0.106
O 0.908 -0.164 1.406
O 1.722 1.386 -0.104
H 1.368 0.479 1.964
H -0.655 1.114 -1.084
H 1.338 -0.264 -1.934
H 1.305 -1.691 -0.683
H -1.453 -1.095 0.743
H -2.561 -0.206 -0.347
H -1.874 0.564 1.103
```

=====

Computed, not measured: one molecule with the formula C3H7NO2, with the ωB97M-V functional and the def2-TZVPD basis.

The calculation puts the energy above the lowest of the compared OMol25 structures with the same formula, charge and spin at 0.249 eV. The frontier orbital gap comes out at 11.385 eV. The value obtained for the highest occupied orbital energy is -0.38481 Eh.

The geometry in XYZ format:
```
13
C3H7NO2 the ωB97M-V functional and the def2-TZVPD basis
C 0.445 0.016 1.731
C 0.753 0.834 0.484
O 0.614 -0.027 -0.648
C -0.564 0.071 -1.318
O -1.266 1.058 -1.354
N -0.818 -1.104 -1.970
H 1.191 -0.775 1.856
H -0.535 -0.457 1.625
H 0.431 0.632 2.637
H 0.088 1.693 0.380
H 1.781 1.197 0.487
H -1.761 -1.204 -2.295
H -0.360 -1.932 -1.616
```

=====

Computed, not measured: one molecule with the formula C3H7NO2, with the ωB97M-V functional and the def2-TZVPD basis.

The calculation puts the energy above the lowest of the compared OMol25 structures with the same formula, charge and spin at 1.934 eV. The frontier orbital gap comes out at 10.092 eV. The value obtained for the highest occupied orbital energy is -0.34280 Eh.

The geometry in XYZ format:
```
13
C3H7NO2 the ωB97M-V functional and the def2-TZVPD basis
O -1.113 1.662 2.397
C -0.474 0.734 2.000
C -0.680 0.014 0.674
N 0.583 -0.445 0.164
C 0.825 -0.133 -1.213
O -0.251 -0.606 -2.019
H 0.340 0.244 2.586
H -1.352 -0.796 0.931
H -1.216 0.635 -0.031
H 0.785 -1.423 0.277
H 1.752 -0.630 -1.534
H 1.016 0.938 -1.337
H -0.216 -0.194 -2.894
```

=====

Computed, not measured: one molecule with the formula C3H7NO2, with the ωB97M-V functional and the def2-TZVPD basis.

The calculation puts the energy above the lowest of the compared OMol25 structures with the same formula, charge and spin at 0.961 eV. The frontier orbital gap comes out at 10.839 eV. The value obtained for the highest occupied orbital energy is -0.37177 Eh.

The geometry in XYZ format:
```
13
C3H7NO2 the ωB97M-V functional and the def2-TZVPD basis
C -0.174 -0.580 -0.871
C 1.356 -0.354 -0.853
O 1.683 0.995 -0.561
C -0.795 -0.060 0.406
N -1.384 -0.976 1.247
O -0.912 1.137 0.600
H -0.420 -1.629 -1.024
H -0.582 0.020 -1.679
H 1.721 -0.951 -0.004
H 1.715 -0.645 -1.836
H 0.864 1.463 -0.328
H -2.208 -0.669 1.733
H -0.961 -1.859 1.458
```

=====

Computed, not measured: one molecule with the formula C3H7NO2, with the ωB97M-V functional and the def2-TZVPD basis.

The calculation puts the energy above the lowest of the compared OMol25 structures with the same formula, charge and spin at 1.035 eV. The frontier orbital gap comes out at 9.772 eV. The value obtained for the highest occupied orbital energy is -0.32750 Eh.

The geometry in XYZ format:
```
13
C3H7NO2 the ωB97M-V functional and the def2-TZVPD basis
C -0.010 0.553 -1.030
C 0.866 -0.101 0.051
C 0.083 -1.142 0.851
O 0.812 -1.448 1.962
O -1.056 -1.466 0.694
N -1.202 1.270 -0.617
H 0.606 1.317 -1.539
H -0.136 -0.249 -1.772
H 1.644 -0.584 -0.542
H 1.194 0.631 0.787
H 0.255 -1.872 2.638
H -2.034 0.840 -0.969
H -1.022 2.250 -0.515
```

=====

Computed, not measured: a 2-piece molecular cluster, C3H7NO2 overall, with the ωB97M-V functional and the def2-TZVPD basis.

The calculation puts the energy above the lowest of the compared OMol25 structures with the same formula, charge and spin at 1.732 eV. The frontier orbital gap comes out at 10.096 eV. The value obtained for the highest occupied orbital energy is -0.34675 Eh.

The geometry in XYZ format:
```
13
C3H7NO2 the ωB97M-V functional and the def2-TZVPD basis
C -1.619 0.551 -0.839
C -1.855 0.161 0.401
O -2.828 0.728 1.165
H -2.208 1.307 -1.347
H -0.879 0.059 -1.440
H -1.336 -0.712 0.800
H -2.631 0.608 2.105
C 2.577 -1.001 -0.155
N 1.915 0.177 -0.118
O 2.563 -1.827 0.733
H 3.197 -1.172 -1.042
H 1.382 0.432 0.696
H 1.723 0.691 -0.959
```